Entry from the Open Molecules 2025 dataset: a 11-piece molecular cluster, C29H89O38P9 overall at a distorted geometry (ωB97M-V/def2-TZVPD).

Geometry (Å):
C (25.56, -31.41, 35.44)
O (26.84, -31.98, 35.51)
P (28.05, -31.66, 34.50)
O (27.93, -32.12, 33.06)
O (28.19, -30.02, 34.75)
C (29.44, -29.31, 34.54)
O (29.32, -32.22, 35.35)
C (29.81, -33.61, 35.34)
H (24.82, -32.21, 35.36)
H (25.56, -30.71, 34.60)
H (25.28, -30.82, 36.31)
H (29.33, -28.49, 33.83)
H (30.15, -30.03, 34.13)
H (30.00, -28.90, 35.38)
H (30.87, -33.71, 35.09)
H (29.25, -34.27, 34.68)
H (29.56, -33.95, 36.35)
C (27.58, -18.77, 30.42)
O (28.63, -18.59, 31.32)
P (28.58, -19.06, 32.88)
O (29.55, -18.27, 33.71)
O (27.02, -18.88, 33.36)
C (26.67, -17.62, 33.92)
O (28.82, -20.68, 32.78)
C (29.59, -21.36, 33.83)
H (28.01, -19.17, 29.50)
H (27.05, -17.87, 30.10)
H (26.86, -19.52, 30.75)
H (27.50, -16.98, 34.24)
H (26.04, -17.86, 34.78)
H (26.09, -17.03, 33.21)
H (29.78, -22.43, 33.73)
H (28.97, -21.18, 34.71)
H (30.52, -20.86, 34.09)
C (32.92, -17.66, 26.58)
O (33.46, -16.36, 26.24)
P (32.50, -15.11, 26.28)
O (31.08, -15.40, 25.91)
O (32.68, -14.35, 27.69)
C (32.78, -15.17, 28.78)
O (33.20, -14.12, 25.21)
C (32.95, -14.01, 23.84)
H (33.64, -18.43, 26.87)
H (32.35, -18.02, 25.73)
H (32.15, -17.74, 27.35)
H (31.84, -15.64, 29.06)
H (33.00, -14.49, 29.61)
H (33.67, -15.79, 28.65)
H (32.13, -14.70, 23.64)
H (33.77, -14.28, 23.16)
H (32.80, -12.96, 23.57)
C (33.42, -10.08, 33.23)
O (33.73, -10.92, 34.36)
P (33.34, -10.74, 35.92)
O (34.19, -11.50, 36.88)
O (33.23, -9.14, 36.03)
C (34.37, -8.31, 36.17)
O (31.78, -11.20, 35.99)
C (31.45, -12.56, 35.81)
H (32.39, -9.75, 33.09)
H (33.87, -10.34, 32.27)
H (33.86, -9.11, 33.50)
H (35.29, -8.89, 36.11)
H (34.39, -7.84, 37.15)
H (34.39, -7.54, 35.39)
H (32.30, -13.22, 35.66)
H (30.66, -12.67, 35.06)
H (30.88, -12.75, 36.72)
C (22.39, -15.28, 26.05)
O (21.53, -16.36, 25.58)
P (20.02, -15.88, 25.22)
O (19.96, -15.02, 24.03)
O (19.16, -17.28, 25.16)
C (18.16, -17.55, 24.25)
O (19.60, -15.20, 26.56)
C (18.26, -15.24, 26.98)
H (22.80, -15.63, 26.99)
H (21.89, -14.35, 26.32)
H (23.12, -15.18, 25.24)
H (17.71, -18.55, 24.26)
H (18.61, -17.38, 23.27)
H (17.33, -16.85, 24.30)
H (18.05, -16.13, 27.57)
H (17.42, -15.28, 26.29)
H (18.08, -14.25, 27.39)
C (36.07, -22.99, 28.05)
O (35.66, -23.78, 29.15)
P (34.39, -23.43, 29.98)
O (34.14, -24.46, 31.00)
O (33.26, -23.24, 28.77)
C (31.86, -23.17, 29.01)
O (34.66, -21.91, 30.51)
C (35.46, -21.71, 31.62)
H (35.54, -22.03, 27.99)
H (36.17, -23.38, 27.04)
H (37.09, -22.69, 28.30)
H (31.37, -23.94, 28.42)
H (31.45, -22.18, 28.81)
H (31.61, -23.42, 30.04)
H (36.23, -20.97, 31.41)
H (35.92, -22.62, 32.00)
H (34.82, -21.31, 32.41)
C (20.69, -21.09, 28.00)
O (20.53, -20.30, 29.19)
P (19.61, -20.90, 30.41)
O (19.03, -19.78, 31.21)
O (20.64, -21.95, 31.21)
C (21.95, -21.43, 31.67)
O (18.46, -21.93, 29.68)
C (17.25, -21.21, 29.55)
H (21.53, -21.75, 28.23)
H (21.11, -20.43, 27.23)
H (19.78, -21.54, 27.61)
H (22.05, -20.36, 31.50)
H (22.72, -22.03, 31.19)
H (21.87, -21.63, 32.74)
H (17.18, -20.65, 28.62)
H (16.98, -20.52, 30.35)
H (16.42, -21.92, 29.61)
C (28.15, -19.72, 18.79)
O (27.89, -19.75, 20.13)
P (28.05, -21.11, 21.05)
O (27.65, -22.41, 20.37)
O (29.64, -20.99, 21.51)
C (30.38, -22.07, 22.06)
O (27.20, -20.67, 22.35)
C (27.17, -19.39, 22.94)
H (28.91, -18.97, 18.54)
H (27.40, -19.44, 18.05)
H (28.41, -20.72, 18.42)
H (30.51, -21.82, 23.11)
H (31.36, -22.16, 21.59)
H (29.78, -22.97, 21.95)
H (27.81, -18.62, 22.52)
H (27.53, -19.55, 23.96)
H (26.13, -19.07, 22.93)
C (22.25, -22.73, 43.67)
O (23.27, -22.43, 42.64)
P (24.01, -20.99, 42.74)
O (24.71, -20.75, 44.05)
O (25.03, -21.08, 41.48)
C (24.52, -21.26, 40.24)
O (22.98, -19.84, 42.20)
C (23.30, -18.46, 42.45)
H (21.45, -23.18, 43.08)
H (21.78, -21.84, 44.09)
H (22.73, -23.29, 44.47)
H (24.93, -22.00, 39.55)
H (24.72, -20.36, 39.66)
H (23.48, -21.56, 40.22)
H (24.02, -18.15, 41.69)
H (23.52, -18.14, 43.46)
H (22.37, -17.91, 42.30)
C (33.67, -23.92, 37.59)
O (33.36, -22.59, 37.76)
H (34.37, -24.28, 38.34)
H (32.77, -24.46, 37.89)
H (34.02, -24.06, 36.56)
H (34.17, -22.15, 38.02)
C (35.02, -17.73, 36.64)
O (34.25, -17.47, 35.39)
H (35.32, -16.77, 37.06)
H (34.33, -18.08, 37.40)
H (35.96, -18.27, 36.53)
H (33.33, -17.75, 35.46)

HOMO = -10.27 eV
LUMO energy = -0.07 eV
HOMO-LUMO gap = 0.375 Ha
Energy above the lowest of the compared OMol25 structures with the same formula, charge and spin = 569.4 kJ/mol
Electronic energy = -192933.01401 eV


Entry from the Open Molecules 2025 dataset: C2BF10NO4S2Sn as an isolated structure at a distorted geometry (ωB97M-V/def2-TZVPD).

Geometry (Å):
Sn (-0.02, 2.03, 1.16)
B (3.22, 3.15, 0.55)
F (3.41, 4.50, 0.34)
F (2.57, 2.95, 1.83)
F (2.29, 2.67, -0.41)
F (4.41, 2.47, 0.57)
C (0.49, -2.40, 1.25)
F (1.65, -2.98, 1.43)
F (-0.46, -3.27, 1.00)
F (0.21, -1.72, 2.37)
S (0.56, -1.09, -0.11)
O (1.46, -0.04, 0.38)
O (0.95, -1.68, -1.33)
N (-0.92, -0.32, -0.08)
S (-1.72, -0.96, -1.33)
O (-1.30, -0.40, -2.58)
O (-1.83, -2.38, -1.27)
C (-3.44, -0.24, -1.02)
F (-4.34, -1.05, -1.57)
F (-3.73, -0.23, 0.29)
F (-3.49, 0.99, -1.50)

HOMO = -11.35 eV
LUMO energy = -4.26 eV
HOMO-LUMO gap = 0.261 Ha
Energy above the lowest of the compared OMol25 structures with the same formula, charge and spin = 0.0 kJ/mol
Electronic energy = -67109.51669 eV


Entry from the Open Molecules 2025 dataset: C2Br3ClS as an isolated structure at a distorted geometry (ωB97M-V/def2-TZVPD).

Geometry (Å):
C (-1.45, -0.85, -0.20)
C (1.41, 0.51, 0.45)
S (-0.17, -0.47, -1.16)
Cl (-1.05, 0.50, -2.68)
Br (-1.07, -2.06, 1.29)
Br (1.44, 0.10, 2.25)
Br (0.89, 2.27, 0.05)

HOMO (alpha / beta) = -8.99 / -8.99 eV
LUMO energy (alpha / beta) = -1.74 / -1.74 eV
HOMO-LUMO gap (alpha / beta) = 0.267 / 0.267 Ha
Energy above the lowest of the compared OMol25 structures with the same formula, charge and spin = 297.8 kJ/mol
Electronic energy = -235552.84536 eV


Entry from the Open Molecules 2025 dataset: C2Br4S2 as an isolated structure at a distorted geometry (ωB97M-V/def2-TZVPD).

Geometry (Å):
C (-1.36, -1.55, 0.00)
C (1.36, 1.57, -0.07)
S (-0.12, -1.39, -1.06)
S (-0.04, 1.73, -0.88)
Br (-1.31, -1.19, 1.91)
Br (-3.14, -2.03, -0.49)
Br (1.62, 1.12, 1.60)
Br (3.00, 1.75, -1.02)

HOMO = -9.29 eV
LUMO energy = -1.36 eV
HOMO-LUMO gap = 0.291 Ha
Energy above the lowest of the compared OMol25 structures with the same formula, charge and spin = 80.6 kJ/mol
Electronic energy = -303912.25033 eV